# 1
Molecular formula: C37H91N6Na2O15
Method: DFT, ωB97M-V with the def2-TZVPD basis set

Last column: Löwdin spin population.
Atoms and positions in Å:
Na  3.4394  -0.4206  0.1957  0.00
Na  0.9684  -2.3957  2.6966  0.00
O  -0.4536  -0.6326  -1.2036  0.00
C  0.7168  -0.5332  -0.6319  0.00
O  1.5967  0.1878  -1.1706  0.00
O  0.9804  -1.2067  0.4173  0.00
H  -0.0315  -0.1654  -1.9283  0.00
C  0.2774  0.1053  4.9679  0.00
O  -0.2328  -0.9352  4.2269  0.00
C  -1.3178  -0.4639  3.3936  0.00
C  -2.1672  -1.6349  2.7021  0.00
N  -1.4153  -2.3897  1.6843  0.00
C  -2.2464  -3.4193  0.9941  0.00
C  -2.8771  -4.4282  1.9168  0.00
O  -3.0305  -5.6866  1.2037  0.00
C  -3.8182  -6.5892  1.9435  0.00
H  0.8651  0.8256  4.3987  0.00
H  0.9103  -0.3775  5.7125  0.00
H  -0.4605  0.6139  5.5884  0.00
H  -0.8722  0.2120  2.6637  0.00
H  -2.0457  0.0898  3.9867  0.00
H  -3.0798  -1.1835  2.3129  0.00
H  -2.4086  -2.3126  3.5209  0.00
H  -1.0797  -1.8542  0.8964  0.00
H  -1.5167  -3.9395  0.3736  0.00
H  -2.9840  -2.9418  0.3492  0.00
H  -3.8906  -4.0924  2.1366  0.00
H  -2.2380  -4.5567  2.7904  0.00
H  -4.1489  -7.4102  1.3074  0.00
H  -4.7267  -6.1563  2.3623  0.00
H  -3.3158  -6.9241  2.8509  0.00
C  7.8972  -5.7025  -2.3786  0.00
O  6.8008  -5.1904  -3.0889  0.00
C  6.9983  -4.0202  -3.8111  0.01
C  5.7696  -3.6249  -4.5571  0.06
N  4.7661  -3.0752  -3.6222  0.60
C  3.7097  -2.5081  -4.4106  0.08
C  2.4035  -2.5207  -3.6751  0.00
O  1.8542  -3.8091  -3.6648  0.01
C  0.6852  -3.8566  -2.8111  0.00
H  8.7632  -5.9232  -3.0026  0.00
H  7.6601  -6.6418  -1.8791  0.00
H  8.2883  -5.0773  -1.5759  0.00
H  7.7976  -4.1249  -4.5447  0.00
H  7.2995  -3.2142  -3.1419  0.00
H  5.3185  -4.4760  -5.0673  0.03
H  6.0218  -2.8838  -5.3155  0.01
H  4.4563  -3.7795  -2.9679  0.02
H  3.5915  -2.9981  -5.3771  0.03
H  4.0138  -1.4905  -4.6559  0.03
H  1.7746  -1.8460  -4.2560  0.00
H  2.5782  -2.1945  -2.6499  0.00
H  -0.0556  -3.0671  -2.9379  0.00
H  1.0512  -3.8344  -1.7846  0.00
H  0.2180  -4.8259  -2.9846  0.00
C  -3.8787  -1.1362  -3.9827  0.00
O  -4.4074  -0.1243  -3.1420  0.00
C  -4.3534  -0.5631  -1.8036  0.00
C  -4.9582  0.4771  -0.8484  0.00
N  -6.3718  0.6995  -1.0974  0.00
C  -6.7831  1.8732  -0.3476  0.00
C  -8.2556  2.1810  -0.6369  0.00
O  -8.4120  2.4519  -2.0379  0.00
C  -9.7678  2.4808  -2.4507  0.00
H  -2.8044  -1.2456  -3.8346  0.00
H  -4.0341  -0.9687  -5.0485  0.00
H  -4.3529  -2.0935  -3.7661  0.00
H  -3.2747  -0.6161  -1.6566  0.00
H  -4.7853  -1.5424  -1.5970  0.00
H  -4.3886  1.3892  -1.0263  0.00
H  -4.8419  0.2809  0.2175  0.00
H  -6.3017  0.8897  -2.0868  0.00
H  -6.2257  2.8006  -0.4794  0.00
H  -6.7292  1.5897  0.7035  0.00
H  -8.7005  2.8960  0.0551  0.00
H  -8.9246  1.3474  -0.4235  0.00
H  -10.4433  3.1659  -1.9384  0.00
H  -10.3359  1.5519  -2.4016  0.00
H  -9.8219  2.7781  -3.4980  0.00
C  -4.3804  -1.1070  5.8717  0.00
O  -4.6050  -0.1311  4.8798  0.00
C  -4.5767  1.2043  5.2505  0.00
C  -4.7140  2.0806  3.9537  0.00
N  -3.3656  2.1107  3.3113  0.00
C  -3.4637  2.8477  2.0450  0.00
C  -2.1374  2.6759  1.2913  0.00
O  -2.1897  3.3445  0.0374  0.00
C  -1.0599  3.3139  -0.7449  0.00
H  -4.3837  -2.0449  5.3165  0.00
H  -5.1660  -1.1280  6.6270  0.00
H  -3.4493  -0.9776  6.4235  0.00
H  -3.6009  1.4444  5.6728  0.00
H  -5.3897  1.5023  5.9125  0.00
H  -5.2166  3.0319  4.1283  0.00
H  -5.4009  1.5090  3.3296  0.00
H  -2.8937  2.7253  3.9591  0.00
H  -3.5171  3.8999  2.3246  0.00
H  -4.3693  2.5001  1.5479  0.00
H  -2.0216  1.6067  1.1138  0.00
H  -1.3145  3.0672  1.8894  0.00
H  -0.4180  2.4375  -0.6542  0.00
H  -0.3851  4.1414  -0.5260  0.00
H  -1.3503  3.3951  -1.7924  0.00
C  4.6450  -5.8748  -1.2930  0.00
O  3.9104  -4.6535  -1.4497  0.00
C  3.9347  -3.8253  -0.2341  0.00
C  5.1511  -2.9227  -0.3149  0.00
N  4.9474  -1.7334  -1.1970  0.09
C  6.0980  -0.8579  -1.3171  0.00
C  6.4834  -0.1344  -0.0404  0.00
O  5.4850  0.9175  0.0565  0.00
C  5.9382  1.9187  0.9396  0.00
H  4.1065  -6.5400  -0.6180  0.00
H  5.6718  -5.7607  -0.9454  0.00
H  4.6145  -6.3004  -2.2960  0.00
H  4.0056  -4.4784  0.6357  0.00
H  2.9880  -3.2863  -0.1973  0.00
H  5.9502  -3.4737  -0.8108  0.00
H  5.6016  -2.6296  0.6334  0.00
H  4.7293  -2.2078  -2.0616  0.01
H  6.1082  -0.1524  -2.1480  0.00
H  6.9268  -1.5173  -1.5746  0.00
H  7.5053  0.2445  -0.0511  0.00
H  6.4169  -0.7590  0.8504  0.00
H  5.1841  2.7019  1.0173  0.00
H  6.8672  2.3699  0.5913  0.00
H  6.0415  1.4194  1.9030  0.00
C  1.7593  2.4870  1.4087  0.00
O  1.6335  3.9251  1.6400  0.00
C  2.8133  4.6749  1.5393  0.00
C  2.4940  6.1386  1.8841  0.00
N  1.4143  6.7519  1.0594  0.00
C  1.9118  7.4904  -0.1233  0.00
C  0.7834  8.1387  -0.9491  0.00
O  0.1519  7.2090  -1.8084  0.00
C  -0.7383  7.7743  -2.6785  0.00
H  2.5878  2.1118  2.0095  0.00
H  1.9497  2.1897  0.3774  0.00
H  0.8554  2.0370  1.8192  0.00
H  3.1554  4.5741  0.5093  0.00
H  3.4850  4.2208  2.2679  0.00
H  3.4503  6.6598  1.8402  0.00
H  2.1862  6.0855  2.9283  0.00
H  0.9098  5.9533  0.7019  0.00
H  2.5145  6.8660  -0.7829  0.00
H  2.5277  8.2237  0.3973  0.00
H  1.2991  8.8936  -1.5427  0.00
H  0.1233  8.6716  -0.2647  0.00
H  -1.1942  6.9671  -3.2518  0.00
H  -0.2900  8.5285  -3.3253  0.00
H  -1.6305  8.2510  -2.2725  0.00

Results
* E_HOMO (spin up / spin down): -11.65 / -11.65 eV
* net charge: +2
* 2S+1: 2
* energy: -88309.059 eV
* gap between HOMO and LUMO (spin up / spin down): 6.1 / 2.0 eV


# 2
Molecular formula: C4H7NO3
Method: DFT, ωB97M-V with the def2-TZVPD basis set

Last column: Mulliken charge in e.
Atoms and positions in Å:
O  -0.8345  0.9943  -3.5927  -0.53
C  -0.4149  0.8089  -2.4620  0.10
N  -0.9227  -0.3277  -1.8027  -0.13
C  -0.6676  -0.6679  -0.3788  0.45
O  -1.2928  -1.6119  0.0386  -0.56
C  0.3591  0.0330  0.4666  -0.49
C  0.4341  -0.5333  1.9710  -0.41
O  1.3764  0.2893  2.6013  -0.50
H  0.2698  1.5212  -2.0108  0.33
H  -1.4937  -0.9977  -2.1778  0.21
H  0.3278  1.2494  0.4725  0.29
H  1.3856  0.1311  -0.0077  0.38
H  -0.6326  -0.6906  2.3415  0.29
H  1.0645  -1.3492  1.9006  0.30
H  1.0416  1.1511  2.6403  0.29

Results
* E_HOMO: -10.24 eV
* net charge: 0
* energy relative to the best compared isomer or geometry (same formula, charge and spin): 243.1 kJ/mol
* energy: -11892.758 eV
* gap between HOMO and LUMO: 10.7 eV
* SMILES: O=CNC(=O)CCO


# 3
Molecular formula: C21H22N4OsPS
Method: DFT, ωB97M-V with the def2-TZVPD basis set

Last column: Löwdin spin population.
Atoms and positions in Å:
Os  -0.4057  0.2008  -0.3095  1.72
N  2.0643  -2.9698  -1.9612  0.00
C  1.4768  -1.9060  -1.3348  0.01
S  -0.0827  -1.4525  -1.8800  0.13
N  2.1308  -1.2569  -0.3439  0.02
N  1.4716  -0.2187  0.1787  0.00
C  2.0380  0.6092  1.1126  0.04
C  3.4388  0.4871  1.5294  0.01
C  4.2372  1.6385  1.7412  0.25
C  5.5850  1.5736  2.0144  0.24
C  6.2259  0.3295  2.1336  0.01
C  5.4604  -0.8112  1.9853  0.23
C  4.0992  -0.7404  1.6826  0.25
C  1.1867  1.6658  1.5765  0.02
C  1.4550  2.5749  2.6201  0.01
C  0.5064  3.5284  2.9736  0.02
C  -0.7512  3.5573  2.3641  0.01
C  -1.0169  2.5881  1.3979  0.02
N  -0.0817  1.6890  0.9904  0.04
H  1.4282  -3.5076  -2.5404  0.00
H  2.9661  -3.3282  -1.6271  0.00
H  3.8142  2.6329  1.5799  0.01
H  6.1146  2.5040  2.1218  0.01
H  7.2868  0.2862  2.2776  0.00
H  5.8777  -1.8078  2.0872  0.01
H  3.5081  -1.6355  1.5484  0.01
H  2.3744  2.5204  3.1858  0.00
H  0.7580  4.2735  3.6959  0.00
H  -1.4984  4.3108  2.6674  0.00
H  -2.0048  2.5310  0.9523  0.00
C  -3.4099  1.6740  -1.5410  0.01
P  -2.6646  0.1704  -0.7721  0.06
C  -3.5593  -0.1097  0.8152  0.02
C  -3.1817  -1.2124  -1.8544  0.26
C  -3.3086  -2.5060  -1.3313  0.14
C  -3.5858  -3.5701  -2.1769  0.03
C  -3.6609  -3.3695  -3.5475  0.28
C  -3.6477  -2.0675  -4.0787  0.13
C  -3.3414  -0.9896  -3.2386  0.02
H  -2.7144  1.9858  -2.3289  0.00
H  -3.4041  2.4971  -0.7903  0.00
H  -4.4131  1.5051  -1.9334  0.00
H  -4.6291  -0.3378  0.6091  0.00
H  -3.4469  0.7631  1.4738  0.00
H  -3.0194  -0.9630  1.2762  0.00
H  -3.1444  -2.7128  -0.2935  0.00
H  -3.6562  -4.5509  -1.7437  0.00
H  -3.7607  -4.2169  -4.2119  0.01
H  -3.7898  -1.8862  -5.1263  0.00
H  -3.3247  0.0306  -3.6258  0.00

Results
* E_HOMO (spin up / spin down): -16.47 / -16.54 eV
* net charge: +3
* energy relative to the best compared isomer or geometry (same formula, charge and spin): 0.0 kJ/mol
* 2S+1: 5
* energy: -50655.558 eV
* gap between HOMO and LUMO (spin up / spin down): 6.6 / 3.7 eV


# 4
Molecular formula: C32H31F3GeN6O2RuS
Method: DFT, ωB97M-V with the def2-TZVPD basis set

Last column: Löwdin spin population.
Atoms and positions in Å:
Ru  -0.7006  -0.8296  -1.1709  0.79
S  -1.8749  1.6957  -4.8099  0.00
C  -0.2016  1.9835  -4.5531  0.00
C  0.2753  1.3262  -3.4592  0.01
C  -0.7121  0.5363  -2.7770  0.04
C  -1.9136  0.6674  -3.4158  0.00
C  -3.0539  -0.0536  -2.9036  0.00
C  -4.3196  -0.0571  -3.4846  0.00
C  -5.3227  -0.8074  -2.9081  0.00
C  -5.0400  -1.5421  -1.7692  0.00
C  -3.7586  -1.4990  -1.2472  0.00
N  -2.7823  -0.7641  -1.7815  -0.01
H  0.3405  2.6281  -5.2275  0.00
H  1.3143  1.3983  -3.1547  0.00
H  -4.4939  0.5240  -4.3803  0.00
H  -6.3136  -0.8240  -3.3454  0.00
H  -5.7895  -2.1530  -1.2874  0.00
H  -3.5008  -2.0640  -0.3726  0.00
F  4.4728  0.4281  -1.3950  0.00
C  3.5029  -0.4765  -1.5828  0.00
F  3.1835  -0.4467  -2.8928  0.00
F  4.0262  -1.6866  -1.3212  0.00
C  2.2555  -0.1986  -0.6915  0.01
O  2.2904  0.7656  0.0493  0.01
O  1.3485  -1.0682  -0.8857  0.03
C  1.4652  -1.8849  2.3140  0.00
Ge  0.0537  -2.9513  1.4389  0.02
C  0.8967  -4.2932  0.2932  0.00
C  -0.7954  -3.8980  2.9633  0.01
C  -1.3655  -2.0503  0.4521  0.07
H  2.3278  -2.5360  2.4709  0.00
H  1.1275  -1.5346  3.2928  0.00
H  1.7860  -1.0275  1.7274  0.00
H  1.6509  -4.8560  0.8465  0.00
H  1.3770  -3.8058  -0.5562  0.00
H  0.1435  -4.9815  -0.0920  0.00
H  -0.0679  -4.4943  3.5188  0.00
H  -1.5910  -4.5577  2.6144  0.00
H  -1.2326  -3.1704  3.6510  0.00
H  -2.0773  -1.5688  1.1333  0.00
N  1.4038  3.6117  4.0125  0.00
C  1.8644  4.7960  4.5433  0.00
C  2.5063  5.1073  5.7355  0.00
C  2.8207  6.4375  5.9437  0.00
C  2.4982  7.4235  4.9993  0.00
C  1.8585  7.1056  3.8173  0.00
C  1.5436  5.7681  3.5830  0.00
N  0.9260  5.1814  2.4935  0.00
C  0.8698  3.9081  2.7819  0.00
C  0.3042  2.8704  1.9190  0.00
C  -0.0044  1.6020  2.3925  0.00
C  -0.4634  0.6454  1.5115  0.00
N  -0.6181  0.8633  0.2012  0.00
C  -0.3801  2.1106  -0.2344  0.00
C  0.0702  3.1309  0.5753  0.00
H  1.5811  2.6871  4.3617  0.00
H  2.7508  4.3485  6.4675  0.00
H  3.3286  6.7253  6.8550  0.00
H  2.7617  8.4530  5.2043  0.00
H  1.6040  7.8621  3.0874  0.00
H  0.0899  1.3330  3.4363  0.00
H  -0.7013  -0.3429  1.8621  0.00
H  -0.5598  2.2886  -1.2832  0.00
H  0.2724  4.1082  0.1628  0.00
N  -2.2325  -3.8824  -1.8800  0.00
C  -1.1057  -3.7012  -2.5145  0.00
C  -0.4383  -4.7659  -3.2404  0.00
C  0.6260  -4.5348  -4.0453  0.00
C  1.1235  -3.2204  -4.1641  0.00
C  0.5309  -2.2626  -3.3878  0.00
N  -0.5070  -2.4488  -2.5456  0.00
H  -2.4916  -4.8609  -1.9764  0.00
H  -1.8688  -2.8892  -0.0325  0.00
H  -0.8505  -5.7621  -3.1272  0.00
H  1.0875  -5.3522  -4.5890  0.00
H  1.9533  -2.9641  -4.8054  0.00
H  0.9157  -1.2522  -3.4207  0.00

Results
* E_HOMO (spin up / spin down): -3.80 / -3.78 eV
* net charge: -1
* energy relative to the best compared isomer or geometry (same formula, charge and spin): 0.0 kJ/mol
* 2S+1: 2
* energy: -124811.758 eV
* gap between HOMO and LUMO (spin up / spin down): 5.7 / 5.7 eV